# C10H14N2S3

A structure of composition C10H14N2S3 (ωB97M-V with the def2-TZVPD basis set, the OMol25 dataset).

The calculation puts the lowest unoccupied orbital energy at -0.204 eV. The value obtained for the relative energy (zero: lowest compared OMol25 entry of this formula, charge and spin) is 428.15 kJ/mol. The strongest force on any atom comes out at 4.413 eV/Å. The molar mass is 258.44 u.

ORCA input file:
```
! RIJCOSX wB97M-V def2-TZVPD def2/J DEFGRID3
* xyz 0 1
C 0.814 -5.849 -0.499
C -0.106 -4.595 -0.580
C 0.497 -3.411 -1.497
C -0.065 -1.092 -0.437
C -0.015 0.816 0.897
C -0.203 3.381 0.206
C -0.446 4.810 0.547
C 0.398 5.499 1.724
C -0.735 0.086 -0.032
C -1.924 0.804 -0.493
H 0.350 -6.536 0.330
H 0.557 -6.341 -1.548
H 1.950 -5.797 -0.229
H -0.552 -4.152 0.526
H -1.176 -4.921 -0.964
H 1.472 -2.845 -1.296
H 0.633 -3.841 -2.625
H -1.028 2.898 -0.500
H 0.762 3.082 -0.404
H -1.685 5.071 0.839
H -0.111 5.398 -0.496
H 1.538 5.649 1.441
H 0.217 6.614 1.984
H 0.254 4.979 2.757
N 1.079 -1.367 0.141
N -2.743 1.480 -0.965
S -0.784 -2.101 -1.620
S 1.557 0.003 0.984
S -0.506 2.282 1.809
*
```